[1]
{"formula": "C5H8S", "method": "the ωB97M-V functional and the def2-TZVPD basis", "species": ["S", "C", "C", "C", "C", "C", "H", "H", "H", "H", "H", "H", "H", "H"], "positions_angstrom": [[-0.629, -0.141, 1.459], [0.959, -0.443, 1.076], [0.553, 1.442, -0.413], [-1.740, -1.379, -0.365], [1.543, 0.380, -0.014], [-0.533, 1.280, 0.343], [-1.228, -2.307, -0.389], [-1.224, -0.657, -1.062], [1.859, -0.261, -0.917], [1.427, -1.358, 1.383], [0.825, 2.152, -1.147], [-2.858, -1.626, -0.734], [2.409, 0.872, 0.348], [-1.363, 2.047, 0.431]], "e_lumo_ev": [0.5, 0.6], "e_homo_ev": [-6.86, -7.26]}

***

[2]
{"formula": "C5H8S", "method": "the ωB97M-V functional and the def2-TZVPD basis", "species": ["S", "C", "C", "C", "C", "C", "H", "H", "H", "H", "H", "H", "H", "H"], "positions_angstrom": [[2.872, 0.011, 0.001], [-0.928, -0.866, -0.158], [0.535, -1.205, -0.036], [0.337, 1.240, -0.171], [-0.911, 0.728, 0.201], [1.312, 0.034, -0.248], [0.788, -1.312, 1.192], [0.189, 1.961, -1.083], [0.723, 1.957, 0.574], [-1.390, -0.926, -1.228], [-1.500, -1.450, 0.562], [-1.830, 1.012, -0.425], [-1.114, 0.829, 1.302], [0.917, -2.012, -0.484]], "e_lumo_ev": -0.1, "e_homo_ev": -8.40, "smiles": "S=C1CCCC1"}

***

[3]
{"formula": "C5H8S", "method": "the ωB97M-V functional and the def2-TZVPD basis", "species": ["S", "C", "C", "C", "C", "C", "H", "H", "H", "H", "H", "H", "H", "H"], "positions_angstrom": [[-0.285, -0.631, -0.580], [2.100, -0.838, 0.526], [-1.467, 0.025, 0.544], [-2.738, 0.286, 0.199], [1.397, 1.493, -0.178], [1.198, 0.015, 0.028], [-3.363, 0.664, 1.038], [-3.266, 0.133, -0.730], [1.597, 1.674, -1.244], [3.031, -0.483, 0.894], [0.513, 2.092, 0.033], [-1.088, 0.177, 1.543], [2.279, 1.852, 0.396], [1.923, -1.897, 0.631]], "e_lumo_ev": 1.0, "e_homo_ev": -8.33, "smiles": "C=CSC(=C)C"}

***

[4]
{"formula": "C5H8S", "method": "the ωB97M-V functional and the def2-TZVPD basis", "species": ["S", "C", "C", "C", "C", "C", "H", "H", "H", "H", "H", "H", "H", "H"], "positions_angstrom": [[0.774, 0.366, 1.338], [1.249, -0.671, -0.173], [-0.937, 0.805, 0.700], [0.212, -0.150, -1.130], [-1.064, -0.504, -1.851], [-1.075, -0.253, -0.362], [1.154, -1.720, 0.041], [-0.961, 1.798, 0.311], [0.410, 0.891, -1.331], [-1.654, 0.711, 1.498], [-1.453, 0.243, -2.587], [-1.338, -1.535, -2.130], [2.281, -0.399, -0.435], [-1.138, -1.207, 0.122]], "e_lumo_ev": 1.1, "e_homo_ev": -8.60, "smiles": "C1SC[C@H]2C[C@H]12"}

***

[5]
{"formula": "C5H8S2", "method": "the ωB97M-V functional and the def2-TZVPD basis", "species": ["S", "S", "C", "C", "C", "C", "C", "H", "H", "H", "H", "H", "H", "H", "H"], "positions_angstrom": [[-1.448, -1.594, -0.424], [1.553, -1.437, -0.497], [0.154, -0.071, 1.246], [0.134, -1.355, 0.601], [-0.082, 0.774, -0.134], [1.196, 0.395, -0.876], [-1.472, 0.255, -0.713], [1.293, 0.453, -1.966], [1.033, -0.034, 1.646], [-0.776, 0.207, 1.853], [-2.291, 0.966, -0.125], [-1.463, 0.472, -1.805], [0.018, 1.987, 0.072], [0.276, -2.064, 1.363], [1.874, 1.047, -0.241]], "e_lumo_ev": 0.8, "e_homo_ev": -8.13, "smiles": "C1S[C@H]2C[C@@H]1CS2"}

***

[6]
{"formula": "C5H8S3", "method": "the ωB97M-V functional and the def2-TZVPD basis", "species": ["S", "S", "S", "C", "C", "C", "C", "C", "H", "H", "H", "H", "H", "H", "H", "H"], "positions_angstrom": [[-0.722, -1.028, 0.029], [-2.305, 1.504, -0.036], [3.300, 0.748, 0.037], [1.860, -0.305, 0.543], [2.758, -1.044, -0.412], [0.464, 0.189, -0.127], [-3.299, -1.000, 0.016], [-2.178, -0.099, -0.083], [1.958, -0.661, 1.672], [-4.409, -0.669, -0.210], [-0.065, 1.236, 0.226], [3.530, -1.787, 0.169], [0.881, 0.441, -1.218], [-3.065, -1.931, -0.411], [-3.347, -1.418, 1.147], [2.514, -1.255, -1.487]], "e_lumo_ev": -0.2, "e_homo_ev": -8.75, "smiles": "CC(=S)SC[C@H]1CS1"}

***

[7]
{"formula": "C5H9BN", "method": "the ωB97M-V functional and the def2-TZVPD basis", "species": ["N", "C", "C", "C", "C", "C", "B", "H", "H", "H", "H", "H", "H", "H", "H", "H"], "positions_angstrom": [[0.709, 1.476, -0.531], [0.287, 0.536, 0.410], [-0.491, 0.692, -0.855], [0.058, -0.114, 1.482], [1.933, 1.271, -1.261], [-1.930, -2.151, 1.921], [-1.061, -0.950, 1.631], [-0.279, -0.005, -1.641], [-2.133, -2.566, 2.868], [-1.360, 1.203, -0.990], [-1.547, -2.658, 1.066], [0.640, 2.436, -0.282], [2.347, 0.212, -0.860], [2.624, 2.108, -1.013], [1.760, 1.164, -2.424], [-2.927, -1.802, 1.663]], "total_charge": 1, "e_lumo_ev": -4.5, "e_homo_ev": -12.73, "smiles": "CB=C=C1C[N@@H+]1C"}

***

[8]
{"formula": "C5H9Br6NO", "method": "the ωB97M-V functional and the def2-TZVPD basis", "species": ["Br", "Br", "Br", "Br", "Br", "Br", "O", "N", "C", "C", "C", "C", "C", "H", "H", "H", "H", "H", "H", "H", "H", "H"], "positions_angstrom": [[0.769, -4.202, 0.249], [0.125, -0.969, 0.738], [3.202, -1.986, 0.831], [-0.848, -5.043, 3.810], [-3.070, -6.636, 2.099], [-0.284, -8.203, 2.969], [1.019, 5.007, -0.908], [-0.099, 3.005, -1.199], [-1.393, 5.036, -1.037], [-0.026, 4.337, -1.038], [1.145, 2.226, -1.272], [-1.140, -6.460, 2.419], [1.459, -2.315, -0.019], [1.918, 2.754, -0.714], [-1.016, 2.587, -1.128], [0.977, 1.206, -0.926], [1.454, 2.136, -2.313], [-0.678, -6.130, 1.488], [-1.249, 6.030, -0.613], [1.645, -2.168, -1.082], [-2.054, 4.490, -0.364], [-1.853, 5.299, -1.989]], "e_lumo_ev": -1.1, "e_homo_ev": -9.62}

***

[9]
{"formula": "C5H9BrN2", "method": "the ωB97M-V functional and the def2-TZVPD basis", "species": ["Br", "N", "N", "C", "C", "C", "C", "C", "H", "H", "H", "H", "H", "H", "H", "H", "H"], "positions_angstrom": [[-3.102, 0.529, 0.115], [-0.834, -1.692, 0.410], [-0.164, -0.533, 0.260], [-1.938, -1.951, -0.547], [0.738, 1.237, -1.198], [0.228, 0.149, 1.473], [0.052, -0.050, -0.937], [-2.960, -1.178, -0.822], [-1.822, -2.903, -1.040], [-0.646, 0.625, 1.920], [0.975, 0.906, 1.259], [1.782, 1.211, -0.880], [0.644, -0.573, 2.177], [-0.331, -0.636, -1.756], [0.713, 1.448, -2.261], [-1.119, -1.830, 1.377], [0.241, 2.055, -0.673]], "e_lumo_ev": -0.1, "e_homo_ev": -6.71}

***

[10]
{"formula": "C5H9BrN3O3", "method": "the ωB97M-V functional and the def2-TZVPD basis", "species": ["Br", "O", "O", "O", "N", "N", "N", "C", "C", "C", "C", "C", "H", "H", "H", "H", "H", "H", "H", "H", "H"], "positions_angstrom": [[-1.843, 3.261, -1.248], [-0.301, 1.970, 0.755], [2.101, -1.055, -2.417], [1.055, 0.422, -3.494], [0.086, -1.057, 0.905], [1.214, -0.241, -2.408], [-0.557, 0.939, -1.381], [0.841, -0.797, -0.073], [-0.821, 1.823, -0.463], [0.618, -1.097, 2.241], [0.465, -0.038, -1.263], [-1.358, -0.983, 0.886], [-1.648, -0.911, -0.089], [-0.466, 2.952, 0.987], [0.771, -0.091, 2.711], [0.133, 0.855, -3.443], [-1.951, -1.743, 1.358], [-1.663, -0.088, 1.380], [1.559, -1.560, 2.241], [1.853, -0.891, -0.060], [-0.088, -1.670, 2.875]], "total_charge": 1, "e_lumo_ev": [-4.9, -4.9], "e_homo_ev": [-12.68, -12.68], "smiles": "CN(C)/C=C(\\N=C(/O)Br)[N+](=O)O"}

***

[11]
{"formula": "C5H9BrNOS", "method": "the ωB97M-V functional and the def2-TZVPD basis", "species": ["Br", "S", "O", "N", "C", "C", "C", "C", "C", "H", "H", "H", "H", "H", "H", "H", "H", "H"], "positions_angstrom": [[-1.189, -2.247, -0.725], [-1.934, 0.476, 1.785], [0.596, 0.492, -1.128], [-0.436, 0.374, -0.257], [-1.598, -0.363, -0.755], [1.918, 0.572, -0.516], [-2.722, 0.028, 0.194], [-0.468, 0.743, 0.979], [2.272, -0.643, 0.324], [1.382, -1.141, 0.712], [-3.224, 0.923, -0.175], [-3.440, -0.770, 0.348], [2.885, -0.358, 1.179], [2.819, -1.375, -0.263], [2.539, 0.665, -1.403], [1.994, 1.516, 0.027], [-1.789, -0.072, -1.784], [0.396, 1.181, 1.459]], "total_charge": 1, "e_lumo_ev": -4.6, "e_homo_ev": -14.04}

***

[12]
{"formula": "C5H9BrOS", "method": "the ωB97M-V functional and the def2-TZVPD basis", "species": ["Br", "S", "O", "C", "C", "C", "C", "C", "H", "H", "H", "H", "H", "H", "H", "H", "H"], "positions_angstrom": [[0.362, 2.438, -2.185], [-1.886, 0.609, -0.996], [0.694, -0.011, -0.924], [2.057, 0.134, -0.699], [-2.243, -2.069, -0.297], [-1.724, -1.200, -1.111], [0.039, 1.701, 0.683], [-0.030, 1.093, -0.693], [-2.715, -1.620, 0.601], [2.355, 1.205, -1.023], [-1.392, -1.494, -2.053], [-0.681, 2.531, 0.860], [0.943, 2.235, 0.769], [-0.118, 0.975, 1.417], [2.454, 0.085, 0.286], [-2.196, -3.089, -0.541], [2.612, -0.641, -1.119]], "e_lumo_ev": 0.7, "e_homo_ev": -8.83, "smiles": "C=CS[C@](C)(Br)OC"}

***

Relative energy (zero: lowest compared OMol25 entry of this formula, charge and spin), respectively: 442.42 172.97 115.69 220.98 194.49 243.43 144.14 52.63 269.93 0.00 49.19 87.21 kJ/mol.
Max |F|, respectively: 3.2 7.2 2.1 1.2 9.2 5.1 4.7 2.5 2.3 4.9 0.2 3.5 eV/A.